[1]
C18H20N2O3 | ωB97M-V/def2-TZVPD

```
43
Properties=species:S:1:pos:R:3:mulliken_charge:R:1
C -3.0890 0.6184 0.2156 0.02
H 1.6528 1.5716 -2.0648 0.33
H 7.2457 1.2648 -0.2526 0.38
H 5.3687 -1.4506 1.2478 0.34
C -3.9385 -0.4255 -0.2027 1.01
C -4.1966 -2.6124 -1.1589 -1.00
C 6.8814 0.2397 -0.2355 -1.51
H -1.5831 -1.3995 -0.1553 0.30
C 2.3760 2.0854 -1.4323 -1.62
C 3.3843 -0.7962 0.8294 1.05
H 2.2570 -2.5749 1.1486 0.30
C 5.3891 0.2071 -0.0958 0.59
H 7.3606 -0.2914 0.5832 0.37
O -0.9713 1.6449 0.3674 -0.82
H -4.8085 -2.2763 -2.0006 0.36
C -5.8577 0.9397 0.3396 -0.56
H 3.4997 -2.2683 2.3740 0.44
H -5.4485 2.8961 1.1148 0.40
H -3.5096 -3.3859 -1.4987 0.28
N 1.2039 0.1267 0.2072 -0.05
N -0.9926 -0.5982 0.0333 -0.10
O -3.3749 -1.5750 -0.6711 -0.51
H -2.9934 2.5894 0.9838 0.44
H 2.9979 2.7190 -2.0593 0.39
H -5.9834 -1.0281 -0.4493 0.40
H 5.0719 1.8758 -1.3937 0.35
C -1.5987 0.6067 0.2043 1.02
C 3.2188 1.0956 -0.6847 1.00
O 0.7030 -2.0288 -0.3847 -0.66
H 7.1786 -0.2369 -1.1702 0.29
C 2.7520 -1.8028 1.7369 -1.67
H 1.9950 -1.3304 2.3623 0.34
H -6.9311 1.0480 0.3838 0.39
C 4.7659 -0.7397 0.7004 -0.94
C 0.3894 -0.9023 -0.0709 0.35
C 2.6128 0.1186 0.1123 0.23
H 1.8211 2.7229 -0.7431 0.32
C -5.0318 1.9713 0.7482 -0.79
C 4.5995 1.1255 -0.7753 -0.93
C -5.3167 -0.2419 -0.1334 -0.57
C -3.6649 1.8012 0.6784 -0.56
H -4.8388 -3.0190 -0.3723 0.38
H 0.7444 1.0336 0.3022 0.24
```

Summary:
Total charge: 0
Strongest force on any atom, hartree/bohr: 0.013
Gap between HOMO and LUMO, Eh: 0.315
HOMO energy, eV: -8.248
Energy above the lowest of the compared OMol25 structures with the same formula, charge and spin, kcal/mol: 2.2
DFT total energy, Eh: -1033.20708
SMILES: COc1ccccc1C(=O)NC(=O)Nc1c(C)cc(C)cc1C


[2]
C18H20N2O3Rh | ωB97M-V/def2-TZVPD

```
44
Properties=species:S:1:pos:R:3:mulliken_charge:R:1
H -2.7497 -2.6381 0.9980 0.31
C -1.0730 -0.3164 3.0627 0.79
C 2.7154 0.5857 -1.9209 0.46
H -3.4746 -0.8572 -1.7679 0.43
O -2.1983 -1.0805 -0.1795 -0.33
C 4.4193 -0.5718 -3.1591 -0.67
C -1.8720 -0.3002 4.2252 -0.71
C 0.3242 0.7060 1.4032 0.42
H -2.8340 0.9416 5.6494 0.40
H -0.5124 -3.2369 0.0553 0.31
C -2.2088 0.9089 4.7670 -0.42
H 4.8206 -1.4817 -3.5831 0.41
H -2.0758 3.0611 4.6426 0.42
C -1.7756 2.1264 4.1897 -0.58
N 0.5334 1.8466 0.5629 -0.16
C 3.2252 -0.5977 -2.4689 -0.47
C 5.1081 0.6289 -3.3039 -0.34
Rh -0.1954 -1.0075 0.5878 0.49
C -0.5735 0.9067 2.5264 -0.20
H 1.2886 0.1926 1.6680 0.66
H 6.0437 0.6460 -3.8471 0.40
H -3.4726 -2.6473 -0.6217 0.47
C 4.6061 1.8057 -2.7636 -0.71
H 5.1444 2.7344 -2.8912 0.42
C 3.4078 1.7924 -2.0737 -0.24
C -0.9699 2.1319 3.0786 -0.60
H -3.2007 1.3317 -0.6066 0.31
N 1.1024 1.7395 -0.5237 -0.22
H 2.6813 -1.5229 -2.3374 0.39
C 1.4823 0.5178 -1.1571 0.79
C -1.4266 -3.3666 -0.5499 -0.99
H -2.2172 -1.2365 4.6412 0.49
H 2.9933 2.7074 -1.6758 0.47
C -2.4865 -0.4981 -1.4759 -0.26
H -0.6189 3.0564 2.6422 0.47
C -2.5532 -2.4804 -0.0606 -0.39
H -2.7434 1.4453 -2.3114 0.42
H -1.6984 -4.4161 -0.4365 0.47
C -2.4772 1.0029 -1.3515 -1.08
O 0.7352 -0.4754 -1.1849 -0.73
H -1.7530 -0.8539 -2.2025 0.27
H -1.4940 1.3783 -1.0746 0.16
H -1.1851 -3.1860 -1.5967 0.29
O -0.7915 -1.4230 2.4255 -0.80
```

Summary:
Total charge: +1
Strongest force on any atom, hartree/bohr: 0.014
Gap between HOMO and LUMO (spin up / spin down), Eh: 0.216 / 0.216
HOMO energy (spin up / spin down), eV: -11.232 / -11.231
Energy above the lowest of the compared OMol25 structures with the same formula, charge and spin, kcal/mol: 0.0
DFT total energy, Eh: -1143.34101


[3]
C18H20N2O4S | ωB97M-V/def2-TZVPD

```
45
Properties=species:S:1:pos:R:3:mulliken_charge:R:1
H 3.7967 1.7754 -1.3407 0.34
H 5.3934 0.0681 -1.3039 0.34
C 4.6079 -0.7566 -1.4191 -1.07
H -3.2542 -2.1345 -0.9388 0.66
C 0.3748 1.7311 -1.4796 -0.91
C -5.9936 -1.3668 -1.5337 -1.33
C 2.8986 1.2650 -1.6782 -1.11
H -6.3008 -2.3609 -1.4695 0.38
H 2.8152 -0.6060 2.5080 0.24
H 1.9393 0.2580 3.9031 0.48
O 0.9687 -3.1504 -0.3045 -0.78
C -0.8236 -1.0172 0.4221 -2.84
C 1.6077 1.7280 -1.2074 0.66
H 4.4484 -1.2032 -2.4696 0.31
C 0.5192 -0.9762 1.0807 0.21
N 2.1041 -0.9555 -0.9533 -0.21
H 0.3769 3.4723 1.0797 0.88
H -7.0274 -0.9721 -1.4513 0.35
H 2.0080 -1.5407 -1.6967 0.32
H 2.6354 1.0782 -2.5949 0.35
O -4.0654 0.4347 0.7436 -0.08
C -3.7136 -1.3029 -0.5325 0.08
O 1.7582 2.6686 0.1020 -0.53
C -0.4399 2.2960 -0.5785 -0.09
C 2.0023 0.1142 2.8765 -1.70
C -1.5846 0.4256 1.9255 0.89
H 2.5796 0.8690 2.3723 0.36
H 3.3633 0.0075 0.2442 0.06
C -0.4567 0.8052 2.4953 -1.45
H -0.0399 1.2378 -2.3577 0.40
H -0.2001 1.3759 3.2904 0.65
H -5.8267 -1.3219 -2.6268 0.28
H -1.4759 2.6126 -0.3046 0.44
H 4.6472 -1.7286 -0.7430 0.24
N -5.0975 0.2845 0.0620 -0.64
H -2.4034 1.2922 2.4491 0.05
C 0.4366 2.8035 0.3732 -0.64
C -1.8549 -0.2508 0.8544 0.38
C 0.6680 0.1525 2.1518 1.13
C 3.2264 0.0115 -1.1380 0.36
S 1.6670 -1.9514 0.4282 1.11
H -1.0331 -1.6787 -0.0446 2.15
C -3.1213 -0.5543 0.2221 -0.27
O 2.7237 -2.1252 1.3066 -0.64
C -4.8540 -0.8132 -0.7237 0.19
```

Summary:
Total charge: 0
Strongest force on any atom, hartree/bohr: 0.373
Gap between HOMO and LUMO, Eh: 0.303
HOMO energy, eV: -8.446
Energy above the lowest of the compared OMol25 structures with the same formula, charge and spin, kcal/mol: 406.6
DFT total energy, Eh: -1505.98632


[4]
C18H20N2O5 | ωB97M-V/def2-TZVPD

```
45
Properties=species:S:1:pos:R:3:mulliken_charge:R:1
C -0.8877 0.1095 -2.7852 0.29
C 1.5337 0.0791 -0.8444 0.01
H -5.3855 -2.8234 -0.2689 0.34
C 2.2353 1.5986 4.2452 0.52
C -2.7200 -0.4269 -1.3061 0.22
O 2.9353 0.0059 2.4988 -0.52
C -1.6711 0.4039 -1.6728 -0.27
H 3.9014 0.2555 4.2289 0.34
H 1.2709 -0.6263 -1.6151 0.55
H -5.3977 -0.3851 -0.8574 0.28
O -3.4663 -0.0664 -0.2084 -0.45
H 1.0102 0.0466 3.7164 0.22
H 2.4926 -2.5707 -1.2054 0.35
H 1.4839 3.3910 -0.2124 0.39
H -0.5958 -1.2778 -4.3980 0.36
O 2.2608 -1.6911 0.6611 -0.46
H 1.4889 2.4552 -2.9351 0.45
O 2.3893 2.6569 4.8100 -0.63
H 0.7749 0.4990 -3.8531 0.30
H -1.4898 1.2733 -1.0648 0.42
H -5.0704 -0.5883 0.8908 0.34
N 0.1333 0.9370 -3.2096 -0.16
C -2.9893 -1.5862 -2.0336 0.34
H 4.0787 1.6331 3.1221 0.35
C 1.3181 1.4356 -1.0601 0.07
C 2.0583 -0.3789 0.3515 0.77
H -3.7207 -2.6351 0.3618 0.28
O -3.9921 -2.4660 -1.6759 -0.47
H -0.0542 2.6855 -2.1186 0.39
C 0.7147 1.9417 -2.3559 -1.27
C 1.6519 2.3350 -0.0640 -1.54
H 0.2614 1.2950 4.6688 0.21
C -4.6848 -0.7682 -0.1140 -0.45
H 0.8352 -2.6084 -0.5399 0.33
H 2.1130 -3.6225 0.1792 0.23
C 1.9002 -2.6627 -0.2890 -0.86
H 2.4423 2.6223 1.8926 0.37
H -2.4410 -2.7676 -3.7114 0.44
C 2.2003 1.8971 1.1322 -0.40
C 3.3744 0.8852 3.5047 -0.50
N 1.0783 0.9121 4.2248 -0.28
C -2.2167 -1.8744 -3.1507 -0.85
C -1.1864 -1.0402 -3.5251 -0.52
C -4.4565 -2.2590 -0.3640 -0.46
C 2.4115 0.5479 1.3531 0.92
```

Summary:
Total charge: 0
Strongest force on any atom, hartree/bohr: 0.012
Gap between HOMO and LUMO, Eh: 0.298
HOMO energy, eV: -7.499
Energy above the lowest of the compared OMol25 structures with the same formula, charge and spin, kcal/mol: 44.8
DFT total energy, Eh: -1183.61156
SMILES: COc1cc(CNc2ccc3c(c2)OCCO3)ccc1OCC(N)=O


[5]
C18H20N2O6S2 | ωB97M-V/def2-TZVPD

```
48
Properties=species:S:1:pos:R:3:mulliken_charge:R:1
C -1.0099 -0.1699 1.6792 0.24
C 1.3677 2.8215 -2.3529 -0.52
H -3.1641 0.6670 -1.0908 0.34
C 0.3543 3.9531 -2.5281 -0.63
C 1.4735 3.3511 -0.0165 -0.56
C 0.4678 4.4788 -0.2649 -0.62
C -0.2523 0.4279 0.6728 -0.09
H 1.4345 -1.9660 3.1891 0.48
O 0.5657 4.9722 -1.5782 -0.39
C 1.3313 -3.9586 -0.5471 -0.70
O -2.6730 -2.5761 0.6738 -0.63
H -0.9711 -1.4733 3.3749 0.44
H -0.6642 3.5500 -2.4241 0.29
H 0.4642 4.4213 -3.5069 0.36
C -3.2245 -0.2449 -0.4906 -0.40
C -0.3832 -1.0196 2.5912 -0.55
H 0.6667 5.3243 0.3950 0.35
C -0.6321 -2.7588 -0.5429 0.68
H 0.4028 -4.5483 2.0316 0.34
C 0.9664 -1.2973 2.4838 -1.08
C -0.3743 -4.5310 1.2695 -1.58
C 1.7170 -0.7137 1.4757 -0.76
N 1.2400 2.3123 -0.9996 0.21
H 1.1704 1.9953 -3.0349 0.36
O -4.5203 0.4488 1.3689 -0.66
H -0.6959 1.1042 -0.0386 0.61
S 2.1052 0.9054 -0.6840 1.38
C 1.0955 0.1456 0.5901 0.09
H -2.6872 0.1344 2.8092 0.26
C -3.4218 0.1295 0.9755 0.36
O 3.3890 1.2010 -0.1127 -0.79
H 2.3874 -3.0856 -2.2576 0.49
H 2.4993 3.7356 -0.0966 0.36
H 1.3361 2.9187 0.9758 0.38
H -1.2817 -4.0970 1.6767 0.32
H -0.5831 -5.5604 0.9797 0.42
H 2.0464 -4.6911 -0.2171 0.47
H 2.3818 3.2061 -2.5311 0.32
C 1.5321 -3.1343 -1.6136 -0.39
O -2.0750 -0.9957 -0.8163 -0.41
C 0.0856 -3.7583 0.0826 0.23
H -0.5501 4.1012 -0.0813 0.30
C -1.8912 -2.1634 -0.1510 0.59
O 2.0772 0.0982 -1.8683 -0.67
N -2.3715 0.1043 1.8455 -0.10
H -4.1315 -0.7926 -0.7764 0.39
S 0.2260 -2.0769 -1.8896 -0.07
H 2.7740 -0.8953 1.3708 0.54
```

Summary:
Total charge: 0
Strongest force on any atom, hartree/bohr: 0.021
Gap between HOMO and LUMO, Eh: 0.344
HOMO energy, eV: -9.060
Energy above the lowest of the compared OMol25 structures with the same formula, charge and spin, kcal/mol: 25.1
DFT total energy, Eh: -2055.24425
SMILES: Cc1ccsc1C(=O)OCC(=O)Nc1cccc(S(=O)(=O)N2CCOCC2)c1